No. 1
ORCA calculation (ωB97M-V/def2-TZVPD) on a gas-phase ion, C5H6N (charge +1) at a distorted geometry.

```
12
C5H6N ωB97M-V/def2-TZVPD
C -1.423 -1.337 0.122
C -1.661 -0.173 0.063
C -1.162 1.194 0.028
C 0.185 1.308 0.072
C 1.139 0.284 0.206
N 1.195 -0.984 -0.034
H -1.703 -2.323 -0.228
H -1.926 1.847 -0.313
H 0.731 2.199 0.015
H 2.088 0.743 0.490
H 2.150 -1.314 -0.138
H 0.387 -1.445 -0.285
```

Results
Kohn-Sham gap	8.8	eV
SMILES	C#C/C=C\C=[NH2+]
energy above the lowest of the compared OMol25 structures with the same formula, charge and spin	357.0	kJ/mol
total charge	+1
HOMO energy	-14.920	eV



No. 2
ORCA calculation (ωB97M-V/def2-TZVPD) on C6H8N2O3S in the gas phase at a distorted geometry.

```
20
C6H8N2O3S ωB97M-V/def2-TZVPD
C 1.231 1.460 0.488
C 2.376 -1.104 -0.834
C 2.142 0.408 1.170
C 0.237 -0.618 0.296
C -1.087 1.364 -0.628
C -0.867 -1.502 -0.139
N 2.872 -0.419 0.119
N 0.162 0.792 0.004
O 1.518 2.630 0.260
O 2.470 -1.737 -1.795
O -2.097 -1.400 0.656
S 1.065 -0.806 1.895
H 2.900 0.937 1.656
H -1.027 1.450 -1.703
H -1.889 0.556 -0.370
H -1.453 2.250 -0.179
H -0.521 -2.575 -0.186
H -1.250 -1.152 -1.075
H 3.822 -0.144 0.195
H -2.245 -1.958 1.463
```

Results
Kohn-Sham gap (alpha / beta)	7.5 / 7.5	eV
energy above the lowest of the compared OMol25 structures with the same formula, charge and spin	352.7	kJ/mol
HOMO energy (alpha / beta)	-7.272 / -7.270	eV



No. 3
ORCA calculation (ωB97M-V/def2-TZVPD) on a molecular structure, C16H26BBrClI2O5PTm at a distorted geometry.

```
54
C16H26BBrClI2O5PTm ωB97M-V/def2-TZVPD
C 3.802 -1.432 -2.159
C 3.031 -0.871 -1.405
C 2.246 -0.207 -0.216
O 1.630 1.037 -0.611
C 2.434 2.172 -0.261
C 1.484 3.454 -0.420
I -0.381 3.198 0.709
C 2.163 4.806 0.011
C 1.342 6.056 -0.566
I 2.088 4.940 2.188
C 1.062 -1.191 0.269
C 1.811 -2.292 1.172
C 2.274 -1.727 2.566
O 1.571 -1.506 3.515
Br 4.224 -1.390 2.779
O 0.475 -1.899 -0.819
C -0.956 -1.811 -0.907
C -1.774 -2.338 0.346
C -2.221 -1.296 1.444
C -3.806 -1.021 1.410
C -1.905 -1.880 2.924
B -1.366 -0.371 -1.512
C -0.495 0.155 -2.788
O -2.432 0.470 -1.090
P -1.387 -3.046 -2.328
O -3.042 -2.833 -2.658
Cl -1.011 -4.999 -1.586
H 4.683 -1.954 -2.622
H 2.959 0.007 0.633
H 3.291 2.239 -1.001
H 2.803 2.171 0.808
H 1.184 3.513 -1.511
H 3.225 4.811 -0.384
H 0.247 6.015 -0.299
H 1.772 7.011 -0.148
H 1.407 6.102 -1.695
H 0.376 -0.548 0.887
H 2.703 -2.719 0.610
H 1.145 -3.188 1.388
H -1.165 -3.175 0.819
H -2.713 -2.855 -0.051
H -1.732 -0.284 1.408
H -4.030 -0.295 2.286
H -4.146 -0.488 0.445
H -4.421 -1.977 1.592
H -2.756 -1.697 3.651
H -1.030 -1.271 3.327
H -1.563 -2.951 2.904
H 0.339 -0.562 -3.049
H -1.218 0.225 -3.672
H -0.123 1.212 -2.605
H -2.642 1.038 -1.861
H -3.167 -3.219 -3.553
Tm -6.168 -1.388 1.610
```

Results
Kohn-Sham gap (alpha / beta)	3.5 / 3.6	eV
2S+1	3
total charge	+3
HOMO energy (alpha / beta)	-15.198 / -15.198	eV
expectation value of S²	2.0105



No. 4
ORCA calculation (ωB97M-V/def2-TZVPD) on 7 unconnected molecules or ions with the total composition C27H41N5O6 at a distorted geometry.

```
79
C27H41N5O6 ωB97M-V/def2-TZVPD
O -0.607 -5.604 25.780
C -0.126 -5.542 24.653
O -0.063 -4.503 23.930
C 0.406 -4.778 22.618
C 0.802 -6.293 22.620
O 0.370 -6.595 23.969
H -0.390 -4.522 21.920
H 1.207 -4.064 22.427
H 1.883 -6.412 22.547
H 0.249 -6.816 21.840
O 5.671 -11.312 20.741
C 5.673 -11.963 19.651
O 5.190 -13.245 19.388
C 5.118 -13.483 18.003
C 6.248 -12.597 17.525
O 6.208 -11.549 18.534
H 5.326 -14.522 17.748
H 4.163 -13.163 17.586
H 6.003 -12.345 16.493
H 7.238 -13.050 17.542
C -2.276 -11.197 22.017
C -2.230 -9.834 21.658
C -3.463 -9.185 21.368
N -4.639 -9.768 21.664
C -4.621 -11.023 22.268
C -3.497 -11.786 22.510
H -1.307 -11.665 22.107
H -1.292 -9.338 21.456
H -3.643 -8.221 20.915
H -5.598 -11.407 22.524
H -3.502 -12.727 23.040
C 7.214 -5.772 19.760
C 6.849 -4.283 19.812
C 5.336 -4.026 19.560
C 4.531 -4.665 20.681
N 3.937 -5.165 21.514
H 8.281 -5.984 19.820
H 6.776 -6.209 18.863
H 6.673 -6.295 20.549
H 7.471 -3.904 19.001
H 7.110 -3.734 20.717
H 5.091 -4.486 18.603
H 5.036 -2.979 19.606
C 2.718 -8.676 16.165
C 2.421 -8.728 14.662
C 2.538 -10.110 13.946
C 3.880 -10.692 13.943
N 4.924 -11.182 13.993
H 3.577 -9.292 16.428
H 1.865 -9.075 16.715
H 2.873 -7.646 16.487
H 3.072 -7.984 14.203
H 1.409 -8.374 14.467
H 2.239 -9.940 12.912
H 1.817 -10.772 14.426
C 4.033 -8.560 19.685
C 2.548 -8.834 19.911
C 2.128 -10.251 20.329
C 2.213 -11.209 19.218
N 2.230 -11.998 18.364
H 4.176 -7.513 19.414
H 4.343 -9.187 18.849
H 4.635 -8.608 20.592
H 1.828 -8.575 19.134
H 2.341 -8.182 20.760
H 1.083 -10.146 20.621
H 2.640 -10.587 21.231
C -2.804 -8.602 26.139
C -1.820 -9.042 25.032
C -0.292 -9.273 25.429
C 0.600 -9.691 24.337
N 1.212 -10.094 23.463
H -3.149 -9.415 26.779
H -3.599 -8.075 25.611
H -2.365 -7.779 26.702
H -1.767 -8.398 24.155
H -2.170 -9.969 24.577
H -0.298 -10.000 26.240
H 0.141 -8.350 25.813
```

Results
Kohn-Sham gap	10.0	eV
SMILES	O=C1OCCO1.O=C1OCCO1.c1ccncc1.CCCC#N.CCCC#N.CCCC#N.CCCC#N
energy above the lowest of the compared OMol25 structures with the same formula, charge and spin	44.8	kJ/mol
HOMO energy	-9.747	eV



No. 5
ORCA calculation (ωB97M-V/def2-TZVPD) on C4H8N2O3 in the gas phase at a distorted geometry.

```
17
C4H8N2O3 ωB97M-V/def2-TZVPD
N 0.576 -2.262 1.224
C -0.015 -1.601 0.164
O 0.098 -1.966 -1.011
C -1.009 -0.499 0.526
C -0.442 0.992 0.608
N -1.597 1.862 0.542
C 0.674 1.098 -0.439
O 1.784 0.887 -0.075
O 0.312 1.367 -1.675
H 0.996 -3.189 0.972
H 0.541 -2.037 2.234
H -1.703 -0.769 1.328
H -1.567 -0.544 -0.382
H -0.003 1.123 1.579
H -1.476 2.753 0.959
H -1.793 1.886 -0.441
H -0.655 1.340 -1.689
```

Results
Kohn-Sham gap	10.2	eV
SMILES	NC(=O)C[C@H](N)C(=O)O
energy above the lowest of the compared OMol25 structures with the same formula, charge and spin	116.3	kJ/mol
HOMO energy	-9.655	eV



No. 6
ORCA calculation (ωB97M-V/def2-TZVPD) on C3H5NO2 in the gas phase at a distorted geometry.

```
11
C3H5NO2 ωB97M-V/def2-TZVPD
O -0.453 -2.530 -0.482
C -0.158 -1.391 -0.230
N -1.025 -0.408 0.215
C -0.380 0.850 -0.053
C 1.031 0.523 0.346
O 1.097 -0.819 -0.345
H -1.997 -0.550 -0.009
H -0.190 0.983 -1.129
H -0.914 1.724 0.312
H 1.319 0.253 1.358
H 1.670 1.365 0.018
```

Results
Kohn-Sham gap	10.9	eV
SMILES	O=C1NCCO1
energy above the lowest of the compared OMol25 structures with the same formula, charge and spin	79.0	kJ/mol
HOMO energy	-10.107	eV



| no. | E (Ha) |
| --- | --- |
| 1 | -248.47971 |
| 2 | -966.73077 |
| 3 | -6081.23070 |
| 4 | -1778.55348 |
| 5 | -492.45866 |
| 6 | -322.54425 |